i | # C7H13NO

2 unconnected molecules or ions with the total composition C7H13NO (wB97M-V/def2-TZVPD, OMol25).

The molar mass comes out at 127.2 g/mol. As for the HOMO energy: -9.6 eV. Its SMILES is [H]/N=C(\C=C)[C@H](C)O.C=C.

ORCA input file:
```
! wB97M-V def2-TZVPD RIJCOSX def2/J DEFGRID3
* xyz 0 1
H 1.9138 -0.8513 -1.6866
N 1.3947 -1.1461 -0.8584
C 0.8278 -0.1757 -0.2360
C 1.0142 1.2373 -0.6834
C 0.8890 2.3303 0.0688
C 0.5250 -0.3870 1.2521
C 0.4428 -1.8656 1.6126
O -0.6407 0.3181 1.6445
H 1.4187 1.3241 -1.6902
H 1.0646 3.3170 -0.3349
H 0.4730 2.2853 1.0613
H 1.3447 0.0744 1.8082
H 1.3924 -2.3470 1.4241
H 0.1918 -1.9724 2.6644
H -0.3086 -2.3630 0.9983
H -1.3994 -0.0883 1.2193
C -1.6584 -0.6047 -1.2364
C -1.7656 0.7207 -1.4519
H -2.3116 -1.1057 -0.5361
H -1.1405 -1.2530 -1.9248
H -2.4029 1.3493 -0.8359
H -1.2649 1.2033 -2.2792
*
```

ii | # C7H13NO

3 unconnected molecules or ions with the total composition C7H13NO (wB97M-V/def2-TZVPD, OMol25).

The molar mass comes out at 127.2 g/mol. As for the HOMO energy: -7.6 eV.

ORCA input file:
```
! wB97M-V def2-TZVPD RIJCOSX def2/J DEFGRID3
* xyz 0 1
C -0.4621 0.1262 0.9807
C 1.5534 0.6743 0.7460
C -1.1606 -1.2184 0.8640
C -1.3699 1.3407 0.8967
N 2.2351 0.6998 -0.4187
H -0.0849 0.1082 2.0089
H 1.7650 1.2893 -1.1324
H 2.5450 -0.1958 -0.7764
H 1.9817 0.0320 1.5085
H 1.2601 1.6690 1.0618
H -0.4458 -2.0404 0.8802
H -1.6511 1.6956 1.8915
H -1.7569 -1.3098 -0.0440
H -1.8624 -1.3551 1.6933
H -0.8728 2.1674 0.3819
H -2.2973 1.1454 0.3555
C -0.4161 0.1674 -1.6555
C 0.2771 -1.0927 -1.8077
C 0.8268 -2.1586 -1.9225
O 0.1073 1.2646 -1.9107
H -1.5040 0.0703 -1.5491
H 1.3323 -3.0793 -2.0521
*
```

Result of the stability comparison: i is the most stable of them.

i | # C7H13NO

A single C7H13NO molecule (wB97M-V/def2-TZVPD, OMol25).

The molar mass comes out at 127.2 g/mol. As for the HOMO energy: -8.0 eV. Its SMILES is C[C@H]1CC[C@]2(O)C[C@]12N.

ORCA input file:
```
! wB97M-V def2-TZVPD RIJCOSX def2/J DEFGRID3
* xyz 0 1
C -2.0621 -0.4785 -1.4063
C -0.6297 -0.3808 -0.9640
C -0.1272 1.0743 -1.1754
C 0.8746 1.4525 -0.0212
C 1.0917 0.0557 0.6172
O 2.0068 -0.6450 -0.1957
C 0.6950 -0.9855 1.6307
C -0.2872 -0.5321 0.5356
N -1.2209 0.2722 1.3027
H -2.1455 -0.4218 -2.4988
H -2.4815 -1.4360 -1.1433
H -2.6582 0.2547 -0.9056
H -0.0277 -1.1320 -1.4990
H 0.3510 1.0734 -2.1257
H -0.9634 1.7224 -1.2793
H 1.8242 1.9393 -0.4581
H 0.4216 2.2454 0.6329
H 2.8234 -0.1163 -0.2041
H 1.2748 -1.9211 1.6139
H 0.4265 -0.6559 2.6008
H -1.8499 -0.4230 1.7233
H -1.8330 0.8916 0.6895
*
```

ii | # C7H13NO

A single C7H13NO molecule (wB97M-V/def2-TZVPD, OMol25).

The molar mass comes out at 127.2 g/mol. As for the HOMO energy: -8.9 eV. Its SMILES is CC(C)=C[C@](C)(N)C=O.

ORCA input file:
```
! wB97M-V def2-TZVPD RIJCOSX def2/J DEFGRID3
* xyz 0 1
C -0.1007 -1.7286 -1.1474
C -0.4918 -0.2878 -1.2355
C -1.2076 0.1004 -2.4922
C -0.2264 0.6258 -0.3015
C 0.4842 0.4206 1.0334
C 0.9388 1.7668 1.5901
N 1.5963 -0.5107 0.9476
C -0.6891 -0.1556 1.7975
O -0.8437 -1.3322 2.0015
H -0.6068 -2.2055 -0.3051
H 0.9711 -1.8135 -0.9863
H -0.3670 -2.2568 -2.0595
H -2.0775 -0.5373 -2.6387
H -1.5309 1.1375 -2.4710
H -0.5453 -0.0431 -3.3492
H -0.5716 1.6391 -0.4535
H 0.1073 2.4664 1.6454
H 1.7056 2.1818 0.9429
H 1.3530 1.6428 2.5897
H 2.3117 -0.2589 1.6216
H 1.2545 -1.4347 1.1966
H -1.4642 0.5834 2.0737
*
```

iii | # C7H13NO

A single C7H13NO molecule (wB97M-V/def2-TZVPD, OMol25).

The molar mass comes out at 127.2 g/mol. As for the HOMO energy: -8.0 eV. Its SMILES is O[C@H]1CCN2CCC[C@H]12.

ORCA input file:
```
! wB97M-V def2-TZVPD RIJCOSX def2/J DEFGRID3
* xyz 0 1
O 2.9809 -1.0466 -0.3618
C 1.7096 -0.5383 0.2180
C 1.8761 0.9583 0.3213
C 0.4870 1.5971 0.0142
N -0.4097 0.5959 -0.5750
C -1.9183 0.6646 -0.2653
C -2.1453 -0.7959 0.0639
C -0.8769 -1.4277 0.4432
C 0.2006 -0.7022 -0.4570
H 2.6033 -1.3205 -1.2143
H 1.4188 -0.6676 1.2491
H 2.6249 1.3900 -0.2604
H 2.1065 1.2673 1.3486
H 0.4853 2.5044 -0.7066
H 0.1543 2.0525 0.8805
H -2.2466 1.3683 0.5062
H -2.4490 0.9769 -1.1843
H -2.8699 -0.9463 0.8763
H -2.6580 -1.2201 -0.9217
H -0.5523 -1.1263 1.4386
H -0.8591 -2.5343 0.1481
H 0.3379 -1.0496 -1.5616
*
```

iv | # C7H13NO

2 unconnected molecules or ions with the total composition C7H13NO (wB97M-V/def2-TZVPD, OMol25).

The molar mass comes out at 127.2 g/mol. As for the HOMO energy: -9.9 eV. Its SMILES is [H]/N=C/C(C)(C)C#C.CO.

ORCA input file:
```
! wB97M-V def2-TZVPD RIJCOSX def2/J DEFGRID3
* xyz 0 1
H 0.5587 -1.8889 -2.0295
N 0.5015 -1.1879 -1.3002
C -0.1291 -1.5436 -0.2393
C -0.1106 -0.6179 0.9379
C 1.0293 0.3889 0.9692
C -1.4848 0.0215 1.1271
C 0.1604 -1.7211 1.9636
C 0.3754 -2.4664 2.8740
H -0.8623 -2.3679 -0.2027
H 1.9751 -0.0812 0.7089
H 0.8231 1.1920 0.2666
H 1.1139 0.8008 1.9710
H -1.7588 0.5712 0.2292
H -2.2452 -0.7411 1.2953
H -1.4774 0.6912 1.9833
H 0.5331 -3.0982 3.6926
C 0.2414 2.3355 -2.5133
O -0.5555 1.3593 -1.8938
H 1.1150 2.5965 -1.9026
H -0.3694 3.2299 -2.6464
H 0.5992 2.0032 -3.4946
H -0.0330 0.5243 -1.7963
*
```

Result of the stability comparison: ii is the most stable of them.

i | # C7H13NO

A molecular structure, C7H13NO (wB97M-V/def2-TZVPD, OMol25).

The molar mass comes out at 127.2 g/mol. As for the HOMO energy (alpha / beta): -6.8 / -6.5 eV.

ORCA input file:
```
! wB97M-V def2-TZVPD RIJCOSX def2/J DEFGRID3
* xyz 0 1
C 1.6129 -0.9550 0.3904
C -1.5789 -0.5229 0.7697
C -1.7372 0.7306 -1.4159
C 0.5988 0.3728 -0.3972
C 0.5307 1.2880 0.6771
C -0.8529 0.2299 -0.3049
N 1.6964 -1.9888 -0.5276
C 0.7950 1.5950 1.9229
O 1.2042 0.7731 -1.6048
H 0.6930 0.3695 -2.3220
H 2.1445 -1.7446 -1.4017
H 0.8197 -2.4737 -0.6769
H 1.1056 -1.2448 1.3043
H 2.5480 -0.4382 0.5778
H -2.1373 -1.3685 0.3549
H -0.9374 -0.8818 1.5754
H -1.2705 0.7402 -2.4033
H -2.0864 1.7534 -1.2110
H -2.6450 0.1360 -1.5682
H -2.3171 0.1339 1.2549
H 0.5555 2.5643 2.3497
H 1.2585 0.9314 2.6565
*
```

ii | # C7H13NO

2 unconnected molecules or ions with the total composition C7H13NO (wB97M-V/def2-TZVPD, OMol25).

The molar mass comes out at 127.2 g/mol. As for the HOMO energy: -9.6 eV. Its SMILES is CC1(C)CO1.C=CN=C.

ORCA input file:
```
! wB97M-V def2-TZVPD RIJCOSX def2/J DEFGRID3
* xyz 0 1
C 1.9149 0.3466 -0.8716
C 0.9473 -0.7888 -1.0020
C 1.0567 -1.8608 0.0594
C -0.3965 -0.5214 -1.6103
O 0.6100 -1.2139 -2.2958
H 2.9376 -0.0137 -0.8044
H 1.6217 0.9667 0.0387
H 1.8381 1.0280 -1.7142
H 0.8689 -1.4341 1.0395
H 0.3280 -2.6538 -0.1219
H 2.0609 -2.2928 0.0496
H -0.6386 0.4572 -2.0047
H -1.2446 -1.1143 -1.2909
C -2.5146 -0.2311 1.4055
C -1.4740 0.5917 1.4972
N -1.1862 1.4799 0.4806
C -0.2108 2.2887 0.6134
H -3.1333 -0.2321 0.5254
H -2.7629 -0.9208 2.1939
H -0.8654 0.6339 2.4053
H 0.3180 2.4479 1.5620
H -0.0752 3.0370 -0.1545
*
```

Result of the stability comparison: ii is the most stable of them.